# 1
A cluster of 3 separate species, C20H40N2O7 in total, computed with the ωB97M-V functional and the def2-TZVPD basis.

Positions of all 69 atoms, in Å:
N: 0.483 -4.464 1.900
C: 0.563 -3.805 0.963
C: 0.554 -2.999 -0.263
C: -0.872 -2.468 -0.559
C: -0.826 -1.833 -1.888
N: -0.967 -1.376 -2.934
C: -1.358 -1.498 0.531
C: -2.888 -1.364 0.693
C: -3.716 -1.403 -0.609
C: -4.200 -2.799 -0.994
O: -5.545 -2.935 -0.519
H: 1.279 -2.188 -0.201
H: 0.865 -3.647 -1.085
H: -1.530 -3.333 -0.600
H: -0.954 -1.868 1.476
H: -0.940 -0.500 0.385
H: -3.284 -2.127 1.365
H: -3.069 -0.392 1.154
H: -4.618 -0.816 -0.428
H: -3.206 -0.908 -1.434
H: -4.172 -2.923 -2.081
H: -3.599 -3.584 -0.523
H: -5.760 -3.872 -0.517
C: -5.219 6.311 -2.550
O: -4.528 5.400 -1.727
C: -5.413 4.624 -0.938
C: -4.680 3.465 -0.300
O: -4.501 2.357 -1.170
C: -3.460 2.470 -2.131
C: -2.082 2.226 -1.560
O: -1.590 3.390 -0.917
C: -0.471 3.109 -0.111
H: -5.830 6.999 -1.954
H: -4.477 6.886 -3.101
H: -5.862 5.786 -3.265
H: -6.231 4.237 -1.558
H: -5.838 5.261 -0.149
H: -5.302 3.088 0.515
H: -3.729 3.795 0.124
H: -3.501 3.429 -2.652
H: -3.660 1.681 -2.859
H: -1.393 1.955 -2.371
H: -2.134 1.393 -0.845
H: -0.734 2.418 0.699
H: -0.132 4.047 0.325
H: 0.346 2.677 -0.702
C: 3.457 -3.487 3.114
O: 4.543 -2.921 2.410
C: 4.459 -3.200 1.027
C: 5.410 -2.327 0.239
O: 4.905 -1.020 -0.003
C: 4.983 -0.105 1.082
C: 6.364 0.479 1.284
O: 7.187 -0.425 1.999
C: 8.544 -0.051 1.955
H: 3.419 -4.573 2.978
H: 3.594 -3.267 4.171
H: 2.514 -3.048 2.784
H: 3.436 -3.023 0.670
H: 4.710 -4.258 0.859
H: 5.528 -2.773 -0.750
H: 6.391 -2.293 0.716
H: 4.614 -0.554 2.006
H: 4.314 0.714 0.810
H: 6.279 1.413 1.857
H: 6.809 0.702 0.307
H: 8.922 -0.064 0.926
H: 9.105 -0.772 2.545
H: 8.694 0.949 2.379

SMILES   N#CC[C@H](C#N)CCCCO.COCCOCCOC.COCCOCCOC
E   -1422.09475 Eh
HOMO level   -9.37 eV

# 2
A structure of composition C20H40O3PtSSi at a distorted geometry, computed with the ωB97M-V functional and the def2-TZVPD basis.

Positions of all 66 atoms, in Å:
C: -1.400 -0.041 -2.733
C: 1.568 0.553 -3.674
C: -1.017 1.295 -3.260
H: -2.504 -0.324 -2.683
C: 1.424 1.889 -4.484
H: 2.623 0.311 -3.426
H: -1.622 2.187 -2.951
H: 2.358 2.460 -4.687
C: -1.013 1.320 -4.830
H: -1.815 2.002 -5.152
H: -1.246 0.313 -5.249
C: -0.442 -1.121 -3.148
H: -1.020 -1.862 -3.757
H: -0.099 -1.737 -2.278
C: 0.786 -0.732 -4.054
H: 0.514 -0.759 -5.135
H: 1.476 -1.590 -3.957
C: 0.297 1.884 -5.480
H: 0.576 1.329 -6.403
H: 0.205 2.938 -5.865
Pt: 0.810 1.999 -2.623
H: -2.056 -0.627 -0.839
C: 1.383 -3.158 -0.452
C: 0.449 -2.648 0.639
C: -0.992 -3.003 0.277
C: 0.813 -3.178 2.025
O: 0.628 -1.190 0.677
Si: -0.392 -0.029 1.188
S: -1.390 0.611 -0.569
O: -1.452 -0.638 2.282
C: -2.165 0.101 3.351
C: -2.853 1.329 2.754
C: -3.178 -0.875 3.945
C: -1.144 0.513 4.400
O: 0.411 1.238 1.817
C: 1.803 1.718 1.864
C: 1.810 3.134 1.300
C: 2.223 1.730 3.332
C: 2.744 0.827 1.061
H: 1.246 -4.242 -0.593
H: 2.435 -2.976 -0.201
H: 1.177 -2.665 -1.411
H: -1.074 -4.087 0.103
H: -1.682 -2.729 1.085
H: -1.293 -2.493 -0.648
H: 1.859 -2.942 2.268
H: 0.162 -2.725 2.788
H: 0.689 -4.272 2.072
H: -3.570 1.035 1.980
H: -3.401 1.870 3.540
H: -2.128 2.025 2.310
H: -2.691 -1.782 4.330
H: -3.717 -0.404 4.783
H: -3.923 -1.174 3.198
H: -0.539 -0.347 4.717
H: -0.471 1.284 4.002
H: -1.653 0.923 5.287
H: 1.131 3.779 1.874
H: 2.826 3.555 1.377
H: 1.509 3.127 0.237
H: 2.071 0.739 3.786
H: 3.292 1.992 3.409
H: 1.640 2.478 3.890
H: 2.761 -0.200 1.449
H: 2.475 0.833 -0.008
H: 3.768 1.229 1.152

Spin multiplicity   3
Expectation value of S²   2.008
E   -1818.70721 Eh
HOMO level (alpha / beta)   -5.44 / -8.71 eV

# 3
A cluster of 3 separate species, C20H41BFINO8Si in total at a distorted geometry, computed with the ωB97M-V functional and the def2-TZVPD basis.

Positions of all 74 atoms, in Å:
C: -3.726 -1.593 -0.443
C: -2.341 -2.013 0.290
O: -1.298 -1.000 0.100
C: -0.273 -1.464 -0.779
O: -0.588 -1.691 -1.983
C: 1.261 -1.733 -0.312
C: 1.660 -0.843 0.970
C: 2.543 0.465 0.643
C: 1.980 1.848 1.237
I: -0.200 2.194 0.948
O: 2.503 2.804 0.260
B: 2.969 3.987 0.996
C: 3.985 5.005 0.216
C: 3.037 6.001 -0.670
F: 4.816 4.271 -0.765
O: 3.428 3.364 2.283
C: 2.466 2.349 2.718
C: 3.286 1.348 3.667
C: 2.355 0.615 4.791
O: 1.583 -0.386 4.073
Si: 0.164 -0.883 4.932
C: -0.884 -1.915 3.658
C: -0.974 0.537 5.521
C: 0.685 -2.122 6.301
N: 1.446 3.152 3.499
C: 2.003 3.884 4.401
O: 2.761 4.490 5.200
H: -3.913 -0.481 -0.223
H: -4.559 -2.222 0.025
H: -3.634 -1.776 -1.574
H: -2.577 -2.190 1.404
H: -1.907 -2.998 -0.139
H: 1.256 -2.838 0.050
H: 2.008 -1.652 -1.171
H: 0.727 -0.623 1.622
H: 2.323 -1.523 1.641
H: 2.578 0.604 -0.509
H: 3.646 0.352 0.966
H: 2.108 4.728 1.411
H: 4.677 5.618 0.890
H: 3.647 6.642 -1.409
H: 2.254 5.337 -1.212
H: 2.447 6.642 0.074
H: 3.844 0.510 3.097
H: 4.090 1.937 4.234
H: 3.103 0.028 5.462
H: 1.738 1.363 5.397
H: -1.252 -1.181 2.838
H: -1.764 -2.444 4.165
H: -0.167 -2.639 3.122
H: -0.873 0.651 6.656
H: -0.851 1.528 4.962
H: -2.064 0.183 5.329
H: 1.762 -1.954 6.656
H: -0.069 -2.077 7.161
H: 0.675 -3.172 5.807
C: -1.829 -0.948 -5.929
C: -1.785 0.485 -5.438
O: -2.835 0.715 -4.508
H: -2.789 -1.163 -6.403
H: -1.029 -1.139 -6.650
H: -1.723 -1.646 -5.093
H: -1.913 1.179 -6.272
H: -0.830 0.704 -4.950
H: -2.709 0.102 -3.769
C: -3.865 -4.688 -7.268
C: -4.572 -3.512 -7.913
O: -3.654 -2.447 -8.129
H: -3.419 -4.391 -6.315
H: -4.561 -5.512 -7.090
H: -3.050 -5.046 -7.904
H: -5.370 -3.143 -7.265
H: -5.011 -3.798 -8.874
H: -2.956 -2.778 -8.710

E   -2155.23363 Eh
HOMO level   -4.83 eV
Total charge   -1

# 4
A structure of composition C20H41F6O16PPb at a distorted geometry, computed with the ωB97M-V functional and the def2-TZVPD basis.

Positions of all 85 atoms, in Å:
Pb: -0.190 0.206 0.180
O: -0.776 0.478 -2.127
H: -0.221 0.135 -2.855
P: 1.029 -0.285 3.530
F: 0.919 0.925 2.395
F: 2.598 -0.546 3.312
F: 1.419 0.733 4.654
F: 1.058 -1.533 4.613
F: -0.567 -0.242 3.863
F: 0.701 -1.372 2.363
C: -0.411 -4.809 2.354
C: 0.262 -4.549 1.042
O: -0.651 -4.547 -0.006
C: -1.147 -3.415 -0.586
O: -0.950 -2.253 -0.251
O: -1.908 -3.842 -1.588
C: -2.706 -2.908 -2.337
H: -0.980 -5.737 2.308
H: -0.976 -3.898 2.550
H: 0.308 -4.970 3.157
H: 1.120 -5.183 0.816
H: 0.701 -3.562 1.183
H: -3.450 -2.373 -1.746
H: -3.173 -3.526 -3.103
H: -2.095 -2.208 -2.907
C: 2.168 1.498 -3.541
C: 1.687 2.636 -2.683
O: 2.659 2.973 -1.724
C: 2.721 2.292 -0.549
O: 1.960 1.423 -0.091
O: 3.868 2.667 0.180
C: 4.149 2.030 1.398
H: 3.044 1.888 -4.059
H: 1.382 1.196 -4.233
H: 2.426 0.595 -2.987
H: 0.767 2.412 -2.143
H: 1.390 3.471 -3.318
H: 5.142 2.270 1.777
H: 3.984 0.953 1.362
H: 3.421 2.315 2.158
C: 5.197 -2.631 1.388
C: 3.741 -2.370 1.027
O: 3.427 -2.869 -0.272
C: 2.431 -2.256 -0.906
O: 1.697 -1.400 -0.437
O: 2.454 -2.732 -2.200
C: 1.475 -2.245 -3.127
H: 5.503 -3.675 1.337
H: 5.398 -2.256 2.392
H: 5.958 -2.243 0.712
H: 3.523 -1.318 1.212
H: 3.187 -2.916 1.790
H: 0.587 -2.854 -2.957
H: 1.730 -2.364 -4.180
H: 1.190 -1.217 -2.904
C: -2.044 5.206 -2.492
C: -2.206 4.036 -1.482
O: -1.767 4.550 -0.206
C: -1.035 3.816 0.601
O: -0.944 2.576 0.577
O: -0.374 4.636 1.465
C: 0.476 4.145 2.490
H: -2.471 4.903 -3.448
H: -1.005 5.535 -2.512
H: -2.618 6.107 -2.276
H: -1.765 3.112 -1.856
H: -3.274 3.827 -1.421
H: 0.396 4.792 3.363
H: 1.510 4.139 2.145
H: 0.152 3.173 2.859
C: -5.124 1.284 -1.823
C: -3.906 0.828 -1.012
O: -4.331 -0.124 -0.062
C: -3.629 -0.392 1.078
O: -2.541 0.129 1.318
O: -4.347 -1.211 1.969
C: -3.731 -1.701 3.156
H: -4.963 2.100 -2.527
H: -5.941 1.571 -1.161
H: -5.449 0.434 -2.423
H: -3.459 1.679 -0.498
H: -3.166 0.355 -1.658
H: -4.397 -1.842 4.008
H: -3.004 -0.999 3.564
H: -3.223 -2.657 3.030

E   -3124.15854 Eh
HOMO level   -8.83 eV
Energy above the lowest of the compared OMol25 structures with the same formula, charge and spin   0.00 kcal per mole

# 5
A cluster of 5 separate species, C20H41F7O13S in total, computed with the ωB97M-V functional and the def2-TZVPD basis.

Positions of all 82 atoms, in Å:
O: 2.093 -3.300 2.370
C: 2.243 -3.229 1.206
O: 2.678 -4.174 0.390
O: 2.015 -2.053 0.433
S: 1.020 -0.867 0.835
O: 1.276 0.125 -0.145
O: 1.036 -0.617 2.224
C: -0.692 -1.476 0.388
F: -0.775 -1.607 -0.935
F: -1.420 -0.415 0.753
C: -1.284 -2.728 1.110
F: -2.608 -2.539 1.166
F: -0.809 -2.786 2.348
C: -1.030 -4.105 0.388
F: -0.761 -5.040 1.289
F: 0.020 -4.023 -0.444
F: -2.093 -4.469 -0.314
H: 2.963 -3.777 -0.449
C: -0.488 0.705 -3.536
O: -0.045 0.139 -4.756
C: -0.832 -0.956 -5.189
C: -1.809 -0.558 -6.274
O: -2.793 0.340 -5.793
C: -2.555 1.690 -6.143
H: 0.072 1.627 -3.383
H: -1.557 0.937 -3.568
H: -0.288 0.033 -2.698
H: -1.378 -1.393 -4.346
H: -0.153 -1.718 -5.584
H: -2.324 -1.454 -6.634
H: -1.265 -0.117 -7.116
H: -2.709 1.850 -7.216
H: -1.542 2.003 -5.878
H: -3.272 2.297 -5.592
C: -2.605 5.587 0.685
O: -1.712 5.357 -0.388
C: -0.643 4.485 -0.063
C: -0.869 3.088 -0.594
O: -1.974 2.459 0.036
C: -3.149 2.447 -0.750
H: -3.460 6.128 0.283
H: -2.952 4.650 1.130
H: -2.135 6.198 1.463
H: -0.497 4.447 1.022
H: 0.268 4.892 -0.512
H: 0.018 2.481 -0.392
H: -1.019 3.122 -1.679
H: -3.047 1.762 -1.600
H: -3.395 3.445 -1.125
H: -3.961 2.096 -0.114
C: -4.624 -0.890 5.070
O: -3.341 -0.678 4.517
C: -3.331 0.240 3.434
C: -2.833 1.606 3.846
O: -3.719 2.245 4.753
C: -3.292 2.184 6.100
H: -4.491 -1.474 5.980
H: -5.118 0.053 5.319
H: -5.262 -1.454 4.380
H: -4.331 0.322 2.995
H: -2.656 -0.157 2.675
H: -2.756 2.235 2.953
H: -1.833 1.516 4.284
H: -2.414 2.818 6.263
H: -3.051 1.161 6.401
H: -4.111 2.554 6.715
C: 7.757 -1.584 1.488
O: 8.143 -1.946 0.175
C: 7.604 -3.180 -0.260
C: 6.431 -2.984 -1.194
O: 5.324 -2.390 -0.531
C: 5.181 -1.002 -0.793
H: 8.090 -0.561 1.651
H: 6.672 -1.633 1.619
H: 8.234 -2.234 2.230
H: 7.297 -3.790 0.596
H: 8.393 -3.719 -0.795
H: 6.111 -3.960 -1.572
H: 6.734 -2.372 -2.050
H: 4.845 -0.829 -1.821
H: 6.119 -0.467 -0.627
H: 4.425 -0.618 -0.109

SMILES   O=C(O)OS(=O)(=O)C(F)(F)C(F)(F)C(F)(F)F.COCCOC.COCCOC.COCCOC.COCCOC
E   -2861.83070 Eh
HOMO level   -9.08 eV

# 6
A structure of composition C20H41IrN3S2Si2 at a distorted geometry, computed with the ωB97M-V functional and the def2-TZVPD basis.

Positions of all 69 atoms, in Å:
Ir: -0.054 1.595 -1.217
S: 1.739 1.038 0.524
S: 0.435 0.398 -3.145
C: 1.217 2.057 1.930
C: 3.107 2.247 0.079
C: 2.623 3.209 -0.985
N: 1.948 2.356 -1.977
C: 1.621 2.928 -3.300
C: 1.359 1.701 -4.143
H: 3.913 1.565 -0.250
H: 3.430 2.764 0.986
H: 3.488 3.619 -1.468
H: 1.960 4.010 -0.622
H: 2.509 3.419 -3.662
H: 0.763 3.605 -3.222
H: 2.249 1.091 -4.370
H: 0.825 1.898 -5.073
C: -1.121 0.505 -4.103
H: 2.514 1.500 -2.089
H: -1.697 1.355 -3.767
H: -1.613 -0.442 -3.944
H: -0.789 0.570 -5.120
H: 1.165 1.378 2.786
H: 0.234 2.495 1.741
H: 1.932 2.864 2.125
C: 2.799 -2.209 -1.232
C: 3.851 -1.492 -1.702
H: 2.181 -2.759 -1.931
H: 2.504 -2.259 -0.196
H: 3.981 -1.320 -2.757
H: 4.466 -0.989 -0.996
C: -1.592 -2.347 -1.771
Si: -2.451 -0.956 -0.862
C: -3.770 -0.079 -1.850
C: -3.345 -1.741 0.615
N: -1.277 0.416 -0.445
C: -1.498 0.904 0.822
C: -1.955 2.230 0.874
C: -2.492 2.711 2.073
C: -2.459 1.926 3.229
C: -1.885 0.665 3.226
C: -1.269 0.078 2.045
N: -0.547 -0.999 2.034
Si: 0.270 -2.336 2.806
C: -0.536 -2.738 4.458
C: 0.171 -3.774 1.588
C: 2.084 -1.946 3.122
H: -2.186 -3.268 -1.701
H: -0.602 -2.552 -1.346
H: -1.479 -2.134 -2.836
H: -4.740 -0.577 -1.737
H: -3.861 0.936 -1.446
H: -3.529 -0.023 -2.914
H: -2.727 -2.406 1.224
H: -3.766 -0.989 1.287
H: -4.197 -2.354 0.298
H: -1.919 2.835 -0.076
H: -2.932 3.702 2.081
H: -2.904 2.294 4.154
H: -1.844 0.087 4.156
H: -1.625 -2.645 4.364
H: -0.315 -3.756 4.811
H: -0.201 -2.038 5.235
H: 0.586 -4.702 2.009
H: -0.874 -3.968 1.312
H: 0.727 -3.551 0.667
H: 2.666 -1.843 2.193
H: 2.184 -1.004 3.684
H: 2.549 -2.752 3.717

Spin multiplicity   5
Expectation value of S²   6.034
E   -2430.27520 Eh
HOMO level (alpha / beta)   -8.53 / -9.88 eV
Total charge   +1

> Look up the E of the first one.

-1422.09475 Eh

> What is the formula in the sixth record?

C20H41IrN3S2Si2